(1)
16
Properties=species:S:1:pos:R:3 method="wB97M-V/def2-TZVPD" lumo_ev=0.75 homo_lumo_gap_ha=0.3340 spin_multiplicity=1 total_charge=0 smiles="C=CN.C=NC" relative_energy_ev=4.035
C 2.40464 0.70967 0.43460
C 2.02195 -0.48906 -0.15529
N 1.63366 -0.75784 -1.48208
H 1.70949 1.49001 0.48657
H 3.16119 0.56460 1.21324
H 2.32358 -1.44007 0.23494
H 1.53449 0.11783 -2.00932
H 0.86572 -1.40954 -1.65082
C -1.61492 1.14877 1.09172
N -2.58728 0.51465 0.60187
C -2.18388 -0.59456 -0.25170
H -1.95081 2.25306 1.33513
H -0.82399 0.71497 1.61132
H -1.97625 -0.20908 -1.17243
H -1.46777 -1.37163 0.11686
H -3.04981 -1.24178 -0.40462

=====

(2)
16
Properties=species:S:1:pos:R:3 method="wB97M-V/def2-TZVPD" lumo_ev="0.24 / 0.29" homo_lumo_gap_ha="0.2669 / 0.2941" spin_multiplicity=1 total_charge=0 relative_energy_ev=5.787
C 0.78379 -1.35326 -0.37744
C 0.03731 -0.02575 -0.32781
C 0.92221 1.17073 -0.69517
C -1.38009 0.09215 -0.93229
O -1.83670 0.67754 0.27678
C -0.72754 0.38230 0.90903
N -0.96660 -0.11473 2.13605
H 0.12831 -2.20360 -0.16579
H 1.19954 -1.50531 -1.38392
H 1.61996 -1.35937 0.33025
H 1.80687 1.16587 -0.04782
H 1.24621 1.13872 -1.73721
H 0.38572 2.10764 -0.50786
H -1.64413 -1.04835 1.71161
H -1.57789 0.80432 -1.73312
H -0.14948 -0.12203 2.79255

=====

(3)
125
Properties=species:S:1:pos:R:3 method="wB97M-V/def2-TZVPD" lumo_ev="-6.96 / -6.63" homo_lumo_gap_ha="0.2000 / 0.2194" spin_multiplicity=3 total_charge=+2 relative_energy_ev=2.276
Mo -0.18390 0.54820 0.15866
C 0.90051 -0.18895 -5.17136
N 0.32212 0.39765 -3.99493
C 0.30828 -0.15789 -2.76832
N -0.30721 0.65013 -1.90441
C -0.71901 1.75314 -2.60272
C -0.28568 1.61915 -3.91645
C -0.26065 2.53487 -5.05848
C 0.48994 3.70781 -4.97246
C 0.66204 4.49637 -6.09573
C 0.07800 4.13488 -7.29951
C -0.69211 2.98622 -7.38020
C -0.85874 2.18391 -6.26699
C -1.68097 2.64356 -1.98339
C -2.27519 3.69688 -2.68426
C -3.32559 4.40328 -2.12694
C -3.78446 4.09038 -0.85659
C -3.18769 3.06507 -0.13249
C -2.15532 2.34859 -0.70179
P 0.64753 -1.90592 -2.39196
C -0.86970 -2.07558 -1.39399
N -1.20025 -1.23263 -0.40241
C -2.39402 -1.67488 0.09257
C -2.79117 -2.79886 -0.60914
N -1.81446 -3.03079 -1.53584
C -1.74613 -4.13862 -2.44845
C -3.97886 -3.61964 -0.39854
C -4.78650 -4.03366 -1.45705
C -5.92356 -4.78215 -1.20808
C -6.26045 -5.13010 0.09070
C -5.45993 -4.72365 1.14724
C -4.32764 -3.96963 0.90639
C -3.06452 -1.01533 1.21209
C -2.41075 -0.94854 2.44218
C -3.04119 -0.35087 3.51998
C -4.33608 0.12097 3.38679
C -5.00685 0.00572 2.17852
C -4.37110 -0.54667 1.08346
C 1.66340 -1.66168 -0.90120
N 1.32184 -0.98165 0.20556
C 2.21819 -1.33930 1.16760
C 3.09957 -2.26835 0.63612
N 2.72693 -2.45251 -0.65941
C 3.39335 -3.25607 -1.64877
C 4.23370 -2.96931 1.22745
C 4.33583 -4.35482 1.10306
C 5.44098 -5.01189 1.60910
C 6.45306 -4.29151 2.22320
C 6.35098 -2.91570 2.35707
C 5.24062 -2.25334 1.86809
C 2.20918 -0.88593 2.56287
C 1.92417 -1.81562 3.55916
C 1.99284 -1.44572 4.88904
C 2.34064 -0.14860 5.22781
C 2.61532 0.78210 4.23935
C 2.56166 0.41457 2.90758
H 1.59740 -0.96838 -4.86750
H 1.42638 0.57257 -5.74577
H 0.12657 -0.62175 -5.80729
H 0.95918 3.97619 -4.03672
H 1.27789 5.37964 -6.03683
H 0.22844 4.74315 -8.17646
H -1.14080 2.69807 -8.31705
H -1.46826 1.29501 -6.33030
H -1.91484 3.95002 -3.66722
H -3.78827 5.19800 -2.69201
H -4.61478 4.63566 -0.43501
H -3.53103 2.81303 0.86106
H -1.75403 1.45531 -0.13158
H -2.31664 -4.97241 -2.04075
H -0.70576 -4.44039 -2.57578
H -2.15908 -3.86906 -3.42242
H -4.54312 -3.74868 -2.46995
H -6.55205 -5.09050 -2.03025
H -7.14841 -5.71320 0.27875
H -5.71917 -4.99097 2.16047
H -3.69433 -3.66075 1.72301
H -1.43843 -1.41347 2.55640
H -2.52115 -0.26763 4.46126
H -4.83422 0.55818 4.23566
H -6.02845 0.34176 2.09433
H -4.88024 -0.63584 0.13502
H 4.42921 -3.41424 -1.35038
H 3.37114 -2.73848 -2.60812
H 2.89917 -4.22325 -1.75486
H 3.53975 -4.91442 0.63352
H 5.51495 -6.08413 1.51508
H 7.32216 -4.80496 2.60076
H 7.14258 -2.35687 2.83139
H 5.15241 -1.18175 1.95354
H 1.66178 -2.82568 3.27825
H 1.79196 -2.17200 5.66202
H 2.41138 0.13392 6.26530
H 2.87645 1.79319 4.50533
H 2.82188 1.10966 2.11921
C 0.76158 6.59001 -1.12095
C -0.14928 5.49992 -0.58332
C -0.55998 5.74653 0.85724
O 0.44245 4.17447 -0.72055
P 1.93691 3.79105 -0.39159
S 3.21528 4.36966 -1.80499
S 1.98464 1.71619 -0.43570
O 2.15385 4.36329 1.06296
C 3.30663 4.43314 1.93528
C 2.87935 5.31404 3.10237
C 4.52576 4.98514 1.21845
H 0.22638 7.53656 -1.12658
H 1.06891 6.36533 -2.13985
H 1.65274 6.69926 -0.50285
H -1.04313 5.40611 -1.21227
H 0.31355 5.89063 1.48380
H -1.12479 4.89967 1.24091
H -1.17996 6.63693 0.90823
H 3.51246 3.41629 2.28900
H 2.53686 6.27701 2.73023
H 3.73062 5.48671 3.75444
H 2.08517 4.83058 3.66705
H 4.29204 5.93597 0.74398
H 4.89188 4.28675 0.46690
H 5.31927 5.16110 1.93935
O 0.00228 2.47889 1.26438
Cl -0.43562 1.99336 2.56052
O 0.30550 2.58245 3.57158
O -1.81339 2.21533 2.65718
O -0.18347 0.58111 2.44953

=====

(4)
33
Properties=species:S:1:pos:R:3 method="wB97M-V/def2-TZVPD" lumo_ev="-17.21 / -17.07" homo_lumo_gap_ha="0.1437 / 0.1515" spin_multiplicity=1 total_charge=+4
I -1.45609 -1.07095 3.86117
I -3.47021 -1.46824 2.00862
Lu -0.69028 -1.22089 -0.95612
Tl 1.44397 -0.66772 0.76469
S -0.76265 0.75607 0.63641
C 2.66151 1.19721 0.90304
C 3.17754 -1.70854 0.88821
C -0.60691 2.46128 0.09249
C -2.06014 2.74937 -0.26836
C 0.36026 2.74840 -1.04112
C -0.19130 3.10382 1.41338
C -0.89337 -2.44252 -2.83742
C -1.39798 0.37180 -2.77032
O 4.20429 -2.22361 1.03656
O 3.37378 2.04732 1.04171
O -0.97597 -3.25082 -3.66572
O -1.78825 1.09062 -3.61198
H -2.13137 3.82214 -0.42164
H -2.72114 2.44194 0.55181
H -2.36513 2.22506 -1.17970
H 0.29368 3.83789 -1.20288
H 0.07248 2.24577 -1.97731
H 1.40046 2.49368 -0.78710
H -0.26118 4.17518 1.26445
H 0.82968 2.83434 1.69961
H -0.87795 2.79680 2.21191
C 0.76491 -4.79728 0.60017
C 0.60422 -3.44900 0.01249
O 1.17345 -3.07276 -1.06176
O -0.18822 -2.53724 0.59865
H 1.37861 -5.38391 -0.08573
H -0.17928 -5.33347 0.72097
H 1.27859 -4.77174 1.56084

=====

One value per record, in order, for E_tot: -267.77703; -325.72490; -4876.41385; -3239.45194 Ha.